(1)
{
  "formula": "C4H7NO2",
  "method": "ωB97M-V/def2-TZVPD",
  "multiplicity": 1,
  "lumo_energy_ev": 0.784,
  "smiles": "C=C(O)/C=C\\ON",
  "homo_ev": -8.64,
  "orbital_gap_ha": 0.346,
  "de_lowest_kcal_mol": 109.9,
  "species": ["H", "H", "C", "H", "N", "C", "C", "H", "O", "C", "O", "H", "H", "H"],
  "positions_angstrom": [[1.482, -0.513, -1.709], [0.389, -1.161, -2.735], [0.427, -1.017, 1.652], [0.069, 1.914, 1.294], [0.549, -0.921, -1.759], [-0.054, 1.150, 0.535], [-0.426, -0.223, 0.993], [0.056, -1.855, 2.230], [-0.348, 0.182, -1.562], [0.091, 1.349, -0.768], [-1.777, -0.462, 1.066], [1.486, -0.799, 1.700], [-2.208, 0.132, 0.431], [0.266, 2.225, -1.369]],
  "forces_ev_per_a": [[0.11, -0.17, -0.13], [0.08, 0.15, 0.00], [-0.46, 0.35, -0.27], [0.10, 0.07, -0.16], [0.56, 0.22, 0.30], [0.33, -0.12, -0.64], [0.34, 0.09, 1.95], [0.02, -0.12, -0.31], [-0.28, 2.19, 0.33], [-1.05, -2.86, -0.75], [0.07, 0.31, -0.54], [-0.14, 0.10, -0.09], [0.08, -0.35, 0.19], [0.24, 0.15, 0.12]],
  "mulliken_charge": [0.23, 0.26, -0.88, 0.41, -0.41, -0.70, 0.59, 0.28, -0.24, -0.10, -0.54, 0.26, 0.37, 0.45]
}

---

(2)
{
  "formula": "C31H55NO26S",
  "method": "ωB97M-V/def2-TZVPD",
  "multiplicity": 1,
  "lumo_energy_ev": -0.585,
  "smiles": "C[C@H](O)C[C@H]1OS(=O)(=O)O[C@@H]1c1cccnc1.COC(=O)OC.COC(=O)OC.COC(=O)OC.COC(=O)OC.COC(=O)OC.COC(=O)OC.COC(=O)OC",
  "homo_ev": -9.25,
  "orbital_gap_ha": 0.318,
  "species": ["H", "H", "H", "C", "H", "O", "H", "H", "H", "H", "C", "H", "H", "H", "C", "H", "H", "H", "H", "O", "O", "C", "C", "H", "N", "H", "H", "C", "O", "H", "H", "O", "H", "H", "H", "H", "O", "H", "H", "H", "O", "H", "C", "H", "C", "H", "C", "C", "C", "H", "C", "C", "C", "H", "O", "C", "C", "H", "H", "O", "C", "H", "C", "H", "O", "O", "O", "H", "C", "H", "C", "H", "H", "H", "H", "H", "C", "H", "O", "O", "C", "C", "O", "O", "O", "H", "H", "C", "C", "H", "C", "O", "H", "C", "O", "H", "H", "H", "O", "H", "O", "O", "C", "O", "C", "S", "H", "H", "O", "H", "C", "O", "O", "C"],
  "positions_angstrom": [[-9.264, 13.744, -3.562], [6.025, -1.108, 9.290], [-3.668, 12.189, -1.867], [1.396, -8.970, -5.278], [0.860, -9.855, -4.926], [-2.625, -7.334, -2.373], [1.695, 0.002, 0.032], [0.769, -8.091, -5.094], [0.518, 8.619, -0.006], [5.660, -1.026, 11.024], [1.184, -4.386, 2.117], [2.339, -8.896, -4.727], [2.472, -7.756, 3.954], [1.495, 9.633, -1.131], [1.709, 0.181, 1.188], [5.164, -2.463, 10.108], [-0.740, 3.069, 1.316], [6.671, -4.774, 3.365], [-2.541, -8.214, 0.161], [-6.696, 12.968, -3.475], [4.042, -0.736, 9.802], [0.700, 2.835, -0.559], [-1.492, -7.965, -0.029], [2.602, -6.422, -9.274], [1.791, 0.552, 4.488], [-4.148, -4.775, 0.698], [-4.674, 11.514, -4.473], [2.337, -6.777, 4.424], [-2.156, -4.868, 1.165], [0.658, -0.079, 7.326], [-1.349, -6.880, -0.057], [-1.045, -8.563, -1.245], [2.162, -0.376, 6.434], [6.389, -5.759, 1.883], [-3.095, 11.863, -0.220], [1.265, -6.573, 4.492], [1.174, 4.212, -0.923], [-2.863, -8.713, -4.663], [3.233, -7.694, -10.338], [6.336, -3.988, 1.811], [-6.671, 11.251, -5.001], [1.300, -1.731, 7.252], [-2.778, 12.007, -1.258], [0.667, 2.515, 4.098], [0.353, 2.747, 1.050], [-1.306, -9.017, -5.457], [2.306, -8.093, -7.246], [-1.006, 10.492, -1.085], [-0.516, 2.628, -1.640], [-0.007, 2.480, -2.708], [1.576, -0.673, 7.310], [3.467, -1.082, 8.623], [-3.361, -4.112, 1.067], [2.753, -6.771, 5.436], [1.641, -9.129, -6.674], [-8.947, 13.888, -4.600], [5.291, -1.377, 10.056], [-1.224, 3.572, -1.647], [-8.287, 14.758, -4.687], [-0.502, 9.370, -1.658], [-5.473, 10.770, -4.395], [4.172, -7.227, -8.907], [-1.801, -8.445, -4.667], [2.948, -1.917, 1.740], [3.281, 5.227, 0.369], [-8.304, 12.717, -5.098], [3.923, -1.866, 7.805], [-3.331, 2.456, -0.629], [1.156, 1.560, 3.573], [-5.651, 10.500, -3.348], [-7.175, 12.373, -4.428], [-2.119, 12.877, -1.345], [1.066, -4.021, 3.142], [-1.994, 1.084, -2.430], [1.587, 2.188, -0.990], [-3.354, 0.569, -0.331], [-1.453, 1.306, -1.389], [2.953, -1.428, 4.480], [-1.089, -2.982, 1.927], [1.125, 3.916, 1.589], [0.696, 8.889, -1.052], [3.159, -7.364, -9.298], [2.470, -8.374, -8.563], [-0.020, -4.997, 1.658], [2.296, -0.405, 8.511], [-2.307, 1.640, 0.814], [1.484, -3.573, 1.447], [-1.713, -8.146, -2.350], [-2.660, 1.539, -0.297], [-9.837, 14.070, -5.209], [-1.089, -4.162, 1.615], [-1.191, -8.788, -3.425], [-3.244, -3.288, 0.356], [2.406, -0.625, 3.785], [4.702, -4.849, 2.694], [1.972, -5.144, 2.111], [-1.670, -7.379, -4.881], [1.009, 7.990, -1.590], [1.232, 6.540, 0.630], [-3.662, -3.736, 2.051], [-2.135, 10.836, -1.755], [-0.528, 11.088, -0.133], [6.104, -4.857, 2.433], [2.689, -7.084, -6.675], [4.271, -5.882, 3.462], [1.718, 5.052, 0.466], [-0.889, -8.371, 0.788], [-0.318, -0.312, -1.980], [2.931, -5.752, 3.630], [-5.159, 9.871, -4.932], [1.053, 1.517, 1.938], [-0.664, 0.065, -1.100], [4.968, -6.773, 3.921], [2.423, -0.948, 2.179]],
  "forces_ev_per_a": [[0.21, 0.09, -0.14], [-0.19, -0.18, 0.05], [0.22, -0.26, -0.03], [-0.03, 0.04, 0.57], [0.14, 0.11, -0.32], [1.32, -1.18, -0.03], [-0.13, 0.54, 2.56], [0.36, -0.10, -0.01], [0.09, 0.23, -0.30], [-0.33, 0.10, -0.18], [0.52, 0.17, -0.25], [-0.18, 0.15, -0.13], [0.12, 0.18, 0.17], [-0.20, -0.05, 0.13], [0.38, 0.20, 4.75], [0.05, 0.19, -0.18], [1.96, -1.28, -0.70], [-0.13, -0.18, -0.17], [0.14, 0.17, -0.13], [-0.67, -0.85, -1.34], [-0.54, -0.18, -0.85], [-0.20, -0.70, -2.28], [-0.14, 0.37, 0.52], [0.19, -0.13, 0.14], [-0.08, -0.47, -6.81], [0.38, -0.09, 0.05], [-0.19, -0.08, 0.15], [-0.28, -0.45, 0.38], [0.86, 0.35, 0.33], [0.31, 0.01, 0.21], [-0.19, -0.26, -0.02], [-0.43, 0.12, -1.20], [-0.21, -0.17, 0.44], [-0.04, 0.09, 0.26], [0.21, 0.09, -0.14], [0.23, 0.22, -0.20], [-0.12, 0.42, 3.47], [0.17, 0.21, 0.07], [-0.17, -0.19, 0.30], [-0.35, -0.11, 0.14], [-0.58, 0.91, 0.32], [0.15, 0.11, -0.01], [-0.27, 0.43, 0.15], [1.30, -2.44, -1.15], [1.58, 0.68, 0.56], [-0.01, 0.01, 0.37], [0.14, 0.35, 0.22], [0.40, 0.04, 0.39], [-0.25, -0.71, 0.06], [-1.08, 0.60, 2.38], [-0.16, -0.15, -0.53], [-0.10, -0.09, -0.31], [-0.51, 0.25, -0.07], [0.04, -0.09, -0.26], [0.52, 0.74, -0.70], [-0.26, 0.44, 0.16], [0.44, -0.20, 0.11], [1.57, -1.85, -0.02], [-0.06, -0.20, 0.17], [-0.73, 1.07, 0.25], [0.47, -0.21, 0.21], [-0.25, 0.09, 0.04], [-0.32, 0.06, -0.47], [-1.27, 2.41, 1.15], [-5.93, -2.40, 0.61], [0.91, -0.43, 0.41], [-0.58, 1.03, 1.10], [1.60, -1.84, 0.74], [0.61, -1.52, -1.81], [0.08, 0.20, -0.15], [0.19, 0.18, 0.32], [-0.06, -0.20, 0.18], [-0.01, 0.07, -0.26], [1.00, 0.75, 2.22], [-1.77, 0.85, 1.79], [1.55, 2.14, 0.07], [-0.83, 0.02, -1.18], [-1.43, 2.08, -1.53], [-0.03, -1.80, -0.47], [0.72, 1.76, -1.71], [0.54, -0.20, 0.33], [0.26, 0.35, -0.30], [-0.23, 0.05, 1.04], [-1.19, 0.51, -0.18], [1.13, -0.57, 0.46], [-0.54, -0.07, -2.23], [-0.29, 0.00, 0.20], [-0.33, 0.35, 0.30], [-0.31, -1.09, -0.33], [0.26, -0.29, -0.04], [0.10, 0.62, 0.19], [-0.25, 0.36, 0.83], [0.04, -0.06, 0.26], [-0.89, 1.08, -2.28], [-0.67, -0.68, 0.56], [-0.84, 0.34, -0.34], [-0.18, -0.15, 0.11], [-0.33, 0.24, 0.00], [-0.07, -6.58, -0.44], [0.16, 0.07, -0.20], [0.78, -0.39, 0.34], [-0.75, -0.82, -1.41], [0.63, 0.03, -0.14], [-0.56, -1.44, -0.83], [0.60, -0.56, 0.39], [4.31, 4.69, -0.68], [0.03, -0.07, -0.37], [-0.96, 1.07, 1.97], [1.66, -0.30, 0.39], [-0.30, 0.24, -0.06], [1.51, -3.72, 1.01], [-0.17, 1.09, -1.73], [-1.11, 1.41, -0.76], [-1.94, 4.22, 1.33]],
  "mulliken_charge": [0.29, 0.29, 0.08, -0.57, 0.22, -0.56, 0.20, 0.24, 0.31, 0.22, -0.36, 0.36, 0.33, 0.31, 0.06, 0.28, 0.39, 0.31, 0.28, -0.55, -0.31, 0.14, -0.46, 0.29, -0.35, 0.22, 0.26, -0.76, -0.25, 0.24, 0.20, -0.33, 0.15, 0.29, 0.31, 0.26, -0.38, 0.36, 0.22, 0.21, -0.30, 0.29, -0.53, 0.26, 0.27, 0.26, 0.75, 0.72, -0.81, 0.31, -0.35, 0.74, -0.65, 0.30, -0.31, -0.60, -0.61, 0.28, 0.29, -0.30, -0.59, 0.29, -0.79, 0.46, -0.56, -0.32, -0.54, 0.30, -0.60, 0.28, 0.75, 0.30, 0.30, 0.35, 0.21, 0.30, 0.19, 0.34, -0.60, -0.36, -0.54, -0.61, -0.31, -0.26, -0.32, 0.22, 0.31, 0.74, -1.02, 0.22, 0.72, -0.31, 0.28, -0.25, -0.17, 0.06, 0.36, 0.16, -0.48, 0.29, -0.25, -0.54, -0.67, -0.54, 0.61, 0.95, 0.26, 0.33, -0.23, 0.27, 0.17, -0.53, -0.55, -0.50]
}

---

(3)
{
  "formula": "C4H12N2O",
  "method": "ωB97M-V/def2-TZVPD",
  "multiplicity": 1,
  "lumo_energy_ev": 0.980,
  "smiles": "NCCCNCO",
  "homo_ev": -8.54,
  "orbital_gap_ha": 0.350,
  "de_lowest_kcal_mol": 32.0,
  "species": ["C", "H", "H", "H", "N", "H", "H", "H", "C", "H", "H", "H", "H", "C", "C", "H", "N", "O", "H"],
  "positions_angstrom": [[-1.424, 0.218, 1.399], [-1.961, -0.648, 1.005], [-2.172, 1.777, 2.282], [2.767, -0.719, -0.035], [-0.287, 0.564, 0.576], [0.359, -0.105, -3.158], [-0.531, -1.186, -2.353], [-0.533, 0.579, -0.406], [1.394, -0.997, -1.622], [-1.046, -0.042, 2.389], [1.347, -0.045, 1.697], [2.029, 0.797, -0.571], [0.500, -1.384, 0.905], [0.843, -0.344, 0.778], [1.836, -0.258, -0.372], [2.179, -0.997, -2.380], [0.155, -0.453, -2.230], [-2.357, 1.273, 1.482], [1.264, -2.053, -1.392]],
  "forces_ev_per_a": [[0.29, 0.15, -0.16], [-0.18, -0.11, -0.04], [0.05, 0.07, -0.24], [0.12, 0.09, -0.04], [0.14, 0.11, 0.25], [-0.09, 0.10, 0.07], [-0.04, 0.01, 0.03], [-0.08, -0.04, -0.04], [-0.17, 0.04, -0.57], [0.04, -0.09, 0.11], [0.03, -0.11, 0.19], [0.05, 0.02, -0.14], [0.15, -0.10, -0.03], [-0.36, 0.28, -0.13], [-0.02, -0.24, 0.23], [0.22, 0.19, 0.12], [0.20, -0.18, 0.00], [-0.17, -0.06, 0.19], [-0.18, -0.14, 0.22]],
  "mulliken_charge": [-0.50, 0.33, 0.32, 0.33, -0.36, 0.21, 0.20, 0.35, -0.55, 0.33, 0.36, 0.30, 0.34, -0.53, -0.72, 0.34, -0.55, -0.53, 0.33]
}